[1]
DFT (ωB97M-V/def2-TZVPD) results for 5 unconnected molecules or ions with the total composition C12H33BClN5O6P2 in a non-equilibrium geometry.

```
60
Properties=species:S:1:pos:R:3:forces:R:3:lowdin_charge:R:1
N 2.4650 1.4338 -1.5699 -0.58 0.91 -0.07 0.1225
B 1.0720 1.4412 -1.4693 0.68 0.32 0.32 -0.7163
P -0.0242 2.1058 -2.9255 -0.14 -1.57 -0.20 0.6841
O -0.5544 0.9322 -3.7045 -0.07 0.32 0.01 -0.5043
P -0.0078 0.6876 -0.0267 -0.67 -0.17 -0.19 0.5092
O 0.8455 -0.6406 0.4122 0.21 0.30 -0.38 -0.3670
Cl 0.4089 2.0579 1.4662 0.35 0.11 -0.04 0.2473
H 3.0285 1.5689 -0.7428 0.10 -0.70 0.05 0.0858
H 2.9008 1.8371 -2.3882 0.09 -0.05 0.03 0.0775
H 0.7590 3.0094 -3.6799 -0.24 0.26 0.07 0.0002
H -1.0884 2.8279 -2.3431 0.30 0.49 -0.02 -0.0016
H 0.2256 -1.3786 0.3226 -0.28 -0.15 0.43 0.0181
C -0.9015 1.1027 7.0894 0.01 0.03 -0.04 -0.0612
N -0.3757 2.0810 6.1641 0.02 -0.06 0.02 -0.1937
C 0.0936 1.6286 4.8601 -0.03 0.10 0.26 -0.0651
C -0.3079 3.3901 6.4704 0.02 0.03 -0.02 -0.3650
O 0.1272 4.2548 5.7328 -0.01 -0.05 0.02 0.0053
H -0.1468 0.3509 7.3315 0.00 0.00 0.01 0.0852
H -1.7663 0.5901 6.6635 -0.01 -0.01 0.01 0.0914
H -1.2070 1.5988 8.0099 0.00 0.00 0.00 0.0785
H 1.1486 1.8823 4.7376 -0.01 0.01 -0.06 0.0896
H -0.4669 2.1262 4.0719 -0.01 -0.05 -0.03 0.0457
H -0.0213 0.5482 4.7964 -0.05 0.19 -0.09 0.0535
H -0.6919 3.6168 7.4811 -0.01 -0.01 0.00 0.1279
C -1.2969 0.2333 -8.0329 0.06 0.01 -0.02 -0.0631
N 0.1063 0.4694 -7.7774 0.00 -0.01 -0.03 -0.2006
C 1.0090 0.6973 -8.8899 0.00 0.00 0.05 -0.0496
C 0.6052 0.4842 -6.5212 0.14 -0.02 0.04 -0.3517
O 1.7818 0.6870 -6.2661 -0.06 0.05 -0.06 -0.0040
H -1.4394 -0.6573 -8.6499 -0.02 -0.01 0.01 0.0864
H -1.7506 1.0840 -8.5472 -0.02 0.00 0.01 0.0868
H -1.8116 0.0866 -7.0849 -0.01 0.00 0.00 0.0844
H 1.7971 -0.0565 -8.9071 0.00 0.00 -0.01 0.0900
H 1.4872 1.6739 -8.8049 0.00 0.00 -0.01 0.0895
H 0.4453 0.6514 -9.8195 0.00 0.00 0.00 0.0824
H -0.1411 0.3078 -5.7368 -0.01 0.01 0.02 0.0948
C -4.8776 -2.1224 -1.3196 0.04 0.01 -0.01 -0.0607
N -3.4883 -1.9006 -0.9831 0.03 0.00 0.03 -0.1889
C -2.5236 -1.6815 -2.0528 0.02 0.00 0.06 -0.0322
C -3.0569 -1.8874 0.2904 0.00 0.08 -0.14 -0.3334
O -1.8993 -1.7015 0.6218 0.18 -0.21 0.03 -0.0322
H -4.9893 -3.0111 -1.9442 -0.01 -0.01 0.01 0.0891
H -5.2873 -1.2664 -1.8594 -0.01 0.00 0.01 0.0902
H -5.4537 -2.2652 -0.4069 -0.01 0.00 0.00 0.0819
H -1.7480 -2.4487 -2.0300 -0.01 -0.01 -0.02 0.0961
H -2.0403 -0.7103 -1.9538 -0.03 0.00 -0.04 0.0568
H -3.0411 -1.7248 -3.0081 0.01 0.01 0.00 0.0878
H -3.8581 -2.0532 1.0276 0.01 -0.01 0.01 0.1361
C 3.9973 -2.4198 5.0838 -0.03 0.03 -0.05 -0.0626
N 2.8627 -1.8440 4.3960 -0.02 0.00 0.02 -0.1933
C 3.0611 -1.1973 3.1082 -0.01 0.03 0.04 -0.0324
C 1.6181 -1.8824 4.9091 -0.07 0.05 -0.04 -0.3402
O 0.6342 -1.4094 4.3680 0.18 -0.24 0.09 -0.0016
H 4.7493 -1.6576 5.2985 0.01 -0.01 0.02 0.0892
H 4.4612 -3.2027 4.4802 0.00 -0.01 0.02 0.0890
H 3.6680 -2.8570 6.0249 0.01 0.00 0.00 0.0810
H 2.7519 -0.1523 3.1521 0.00 0.00 -0.01 0.0863
H 2.4664 -1.6806 2.3365 -0.03 -0.01 -0.06 0.0810
H 4.1160 -1.2537 2.8479 -0.01 0.00 -0.01 0.0869
H 1.5701 -2.3844 5.8908 0.00 -0.02 -0.01 0.1332
```
Forces are in eV/Å.

Properties
Frontier orbital gap = 0.304 hartree
Calculated total energy = -2370.08186 Ha
Highest occupied orbital energy = -0.304 Eh
SMILES = NB([PH2]=O)P(O)Cl.CN(C)C=O.CN(C)C=O.CN(C)C=O.CN(C)C=O

[2]
DFT (ωB97M-V/def2-TZVPD) results for a molecular structure, C12H33BF4O5V in a non-equilibrium geometry.

```
56
Properties=species:S:1:pos:R:3:forces:R:3:mulliken_spin:R:1
V -1.8874 19.4826 -9.1710 -0.28 -0.05 -0.04 2.8926
O -1.3223 21.4138 -8.7998 -0.21 -1.69 0.23 0.0595
H -1.2697 22.3519 -8.8617 -0.09 0.57 -0.19 0.0015
B -2.1974 16.0935 -9.9108 -0.02 -1.57 -0.05 0.0187
F -2.1676 15.4378 -8.6686 0.15 0.37 -0.26 0.0000
F -2.5667 17.4463 -9.6875 -0.52 0.95 0.10 0.0079
F -0.9009 16.1211 -10.4921 -0.01 0.07 0.17 -0.0016
F -3.0999 15.4647 -10.7634 0.25 0.53 0.19 0.0001
C -1.4161 18.0420 -4.9438 0.45 0.44 -0.24 0.0006
C -2.1437 17.8086 -6.2677 -1.18 -0.82 1.34 0.0137
C -3.5743 17.2922 -6.0607 0.29 0.24 0.12 -0.0003
O -2.1908 19.0157 -7.0278 0.52 0.18 -0.39 -0.0151
H -0.3435 18.0294 -5.1515 0.03 -0.02 0.28 0.0000
H -1.6527 17.3179 -4.1668 0.01 -0.27 -0.24 0.0002
H -1.6329 19.0190 -4.4968 -0.20 0.04 -0.18 -0.0002
H -1.6321 16.9921 -6.7776 0.20 0.57 -0.67 0.0024
H -4.1790 17.9413 -5.4207 0.15 0.15 0.01 0.0002
H -3.5101 16.3201 -5.5692 -0.18 -0.08 -0.21 0.0003
H -4.0694 17.2173 -7.0276 0.00 -0.25 0.01 0.0015
H -2.2129 19.7614 -6.4164 0.05 0.06 -0.20 0.0096
C 2.2647 17.6034 -9.2575 -0.22 -0.29 0.81 0.0016
C 1.2144 18.1729 -8.3174 -0.34 0.05 0.59 -0.0059
C 1.5021 19.5712 -7.8266 0.02 0.57 0.12 0.0183
O -0.0979 18.1727 -8.9342 0.68 -0.07 -0.44 -0.0250
H 2.3250 18.2097 -10.1576 0.21 -0.10 -0.08 -0.0005
H 2.0564 16.5536 -9.4755 -0.20 0.12 -0.34 0.0004
H 3.2067 17.5721 -8.7060 0.15 0.31 -0.24 0.0003
H 1.1028 17.5369 -7.4276 0.23 -0.12 -0.16 0.0043
H 1.8862 20.2361 -8.6039 -0.17 -0.10 -0.14 0.0000
H 2.2325 19.6075 -7.0153 0.05 -0.35 -0.06 0.0009
H 0.5854 20.0169 -7.4358 -0.01 0.06 -0.11 -0.0027
H -0.1322 17.3552 -9.4744 -0.46 0.25 -0.04 0.0056
C 0.4986 19.9852 -11.7333 0.82 -0.42 0.69 0.0184
C -0.8550 20.5909 -11.9904 0.76 -0.33 -1.13 -0.0031
C -1.1161 20.7467 -13.4845 -1.13 0.43 -0.14 0.0014
O -1.8846 19.7686 -11.4009 0.43 0.49 0.18 -0.0096
H 0.6777 19.8414 -10.6655 -0.17 0.31 0.03 -0.0031
H 1.2971 20.6372 -12.0947 -0.12 0.09 -0.08 0.0007
H 0.6726 18.9904 -12.1529 -0.43 0.09 -0.36 0.0002
H -0.8474 21.5966 -11.5712 -0.47 -0.15 0.44 -0.0019
H -2.1758 21.0175 -13.6074 0.11 0.24 -0.01 -0.0003
H -1.0032 19.8801 -14.1384 0.49 -0.25 0.42 -0.0001
H -0.5480 21.5835 -13.8874 0.14 -0.10 -0.03 0.0003
H -2.4637 19.5085 -12.1219 -0.25 -0.30 0.33 0.0063
C -5.2413 21.6693 -10.2081 0.80 0.16 0.45 0.0003
C -4.7624 21.0224 -8.8949 -2.17 1.12 0.01 0.0093
C -5.9673 20.8811 -7.9643 0.24 -0.90 1.40 0.0011
O -4.1559 19.7775 -9.1630 0.54 -0.14 0.11 -0.0111
H -4.3810 21.7873 -10.8696 -0.13 0.02 -0.14 0.0004
H -5.6681 22.6537 -10.0100 0.02 -0.01 -0.01 0.0001
H -6.0101 21.0622 -10.6879 0.06 -0.11 0.01 0.0001
H -4.0998 21.6709 -8.3209 0.69 -0.29 -0.61 -0.0014
H -6.8268 20.3191 -8.3406 0.02 0.33 -0.45 0.0002
H -6.2728 21.8302 -7.5218 -0.19 0.18 -0.58 -0.0001
H -5.6824 20.3183 -7.0611 0.25 -0.07 -0.23 -0.0001
H -4.8482 19.1506 -9.4104 0.35 -0.12 -0.02 0.0031
```
Forces are in eV/Å.

Properties
Frontier orbital gap (spin up / spin down) = 0.278 / 0.347 hartree
Calculated total energy = -2221.82494 Ha
Spin multiplicity = 4
Highest occupied orbital energy (spin up / spin down) = -0.264 / -0.333 Eh
Energy above the lowest of the compared OMol25 structures with the same formula, charge and spin = 0.000 eV

[3]
DFT (ωB97M-V/def2-TZVPD) results for 4 unconnected molecules or ions with the total composition C12H33BNO17P3 in a non-equilibrium geometry.

```
67
Properties=species:S:1:pos:R:3:forces:R:3:lowdin_charge:R:1
N -8.2986 2.9805 4.2408 -1.24 -2.70 0.81 0.1493
B -8.8424 1.7071 3.6392 -0.64 1.35 0.05 -0.5701
O -10.2096 1.6318 3.2125 2.39 0.15 -0.16 0.1147
O -7.8901 0.5953 3.5881 1.18 1.51 -1.89 0.1287
C -7.3922 0.3995 2.2753 -3.69 -2.05 -3.83 -0.4047
O -8.2041 -0.0138 1.4047 3.47 1.48 3.34 0.1088
O -6.0483 0.5754 1.8730 -2.33 1.30 2.45 0.0119
C -5.4801 1.8090 2.3768 1.81 0.82 0.30 -0.1141
C -5.8968 3.1153 1.5477 -2.34 0.33 -1.28 -0.1537
O -6.9980 3.2984 0.9829 3.49 -1.05 2.05 0.0200
H -9.0772 3.4795 4.7147 0.90 -0.22 -0.56 0.0858
H -7.6438 2.6399 4.9751 -0.32 0.83 -0.70 0.0818
H -10.4163 2.2773 2.5055 0.15 -0.46 0.70 0.1177
H -4.3346 1.7077 2.2536 -1.79 0.06 0.10 0.1328
H -5.6453 1.9594 3.5114 -0.05 -0.17 -1.84 0.1429
H -5.0906 3.9366 1.4332 -0.86 -1.20 0.46 0.1366
C -0.1031 -0.2945 3.9097 0.19 -0.73 -0.35 -0.1323
O 0.3775 0.9873 3.5262 1.82 3.29 -0.07 -0.3253
P 0.0052 1.5737 1.9528 -6.49 -6.77 -1.71 0.8005
O -1.4961 1.4106 2.1845 0.85 1.27 0.35 -0.2510
O 0.6650 0.2149 1.2941 0.48 0.79 0.24 -0.2950
C 2.0676 0.0218 1.4256 0.34 -0.24 -0.24 -0.1136
O -0.2345 2.2339 0.3832 2.67 2.55 1.56 -0.3198
C -1.0586 1.5215 -0.5292 -0.42 -0.69 -0.26 -0.1348
H -0.6736 -0.1875 4.8336 0.03 0.24 -0.08 0.0924
H -0.7310 -0.7609 3.1501 0.03 0.18 0.06 0.0852
H 0.7570 -0.9427 4.1019 -0.06 0.02 -0.01 0.0841
H 2.2467 -0.9942 1.7839 0.01 0.07 -0.03 0.0945
H 2.5158 0.7285 2.1288 0.04 -0.13 0.00 0.0829
H 2.5366 0.1432 0.4495 0.01 -0.02 0.13 0.0682
H -2.1088 1.6071 -0.2458 0.10 -0.04 0.19 0.0789
H -0.7721 0.4719 -0.5968 -0.05 0.08 0.00 0.0695
H -0.9331 1.9722 -1.5160 0.27 0.11 0.19 0.0907
C -0.3157 -3.2706 -1.9044 -0.50 -0.63 -0.34 -0.1257
O 0.7289 -2.5276 -2.5198 3.37 1.38 -1.02 -0.3249
P 0.3464 -1.5062 -3.8490 -9.25 -0.61 1.65 0.8036
O -0.6946 -0.7406 -3.0344 1.56 0.30 -0.19 -0.2346
O -0.3277 -2.7887 -4.6365 0.91 0.18 -0.17 -0.2989
C 0.5315 -3.8387 -5.0580 0.03 -0.40 -0.24 -0.1185
O 0.1007 -0.5117 -5.2310 3.79 -0.15 0.10 -0.3204
C -1.2256 -0.3249 -5.6994 -0.67 -0.12 -0.01 -0.1388
H -0.3224 -3.0390 -0.8381 0.16 0.19 -0.11 0.0927
H -1.2983 -3.0573 -2.3259 0.16 0.11 0.04 0.0874
H -0.1025 -4.3363 -2.0302 -0.02 0.06 0.02 0.0854
H 0.0986 -4.7901 -4.7423 0.06 0.06 -0.02 0.0908
H 1.5330 -3.7479 -4.6304 -0.08 -0.13 0.01 0.0817
H 0.6046 -3.8238 -6.1469 0.03 -0.01 0.03 0.0892
H -1.7802 0.3325 -5.0282 0.09 -0.15 0.13 0.0829
H -1.7507 -1.2741 -5.8146 0.03 0.04 0.09 0.0831
H -1.1689 0.1546 -6.6792 0.32 -0.08 0.07 0.0894
C 8.7602 -1.8443 0.1203 0.53 0.55 -0.45 -0.1296
O 7.7109 -1.5187 1.0229 -2.08 0.61 3.07 -0.3226
P 6.3269 -0.6946 0.4211 2.38 -1.78 -8.93 0.8010
O 6.0647 -1.7773 -0.6241 -0.54 0.20 1.51 -0.2301
O 7.2922 0.4986 -0.1821 -0.39 0.10 0.88 -0.2976
C 7.9884 1.3238 0.7414 0.27 0.39 0.06 -0.1187
O 4.9194 0.1850 -0.0344 -0.22 0.14 3.73 -0.3402
C 4.7302 0.4988 -1.4053 0.19 0.05 -0.64 -0.1349
H 8.9464 -2.9177 0.1800 -0.24 0.04 0.13 0.0950
H 8.5362 -1.5740 -0.9119 -0.10 -0.07 0.15 0.0858
H 9.6639 -1.3139 0.4349 -0.04 -0.04 -0.03 0.0851
H 9.0351 1.3813 0.4359 -0.08 -0.01 0.05 0.0911
H 7.9397 0.9329 1.7607 0.13 0.03 -0.06 0.0816
H 7.5553 2.3254 0.7212 0.02 -0.02 0.04 0.0895
H 4.4501 -0.3933 -1.9676 0.18 -0.08 0.13 0.0836
H 5.6200 0.9544 -1.8417 -0.01 -0.09 0.04 0.0841
H 3.9105 1.2182 -1.4733 0.05 -0.01 0.32 0.0893
```
Forces are in eV/Å.

Properties
Frontier orbital gap = 0.234 hartree
Calculated total energy = -2859.51263 Ha
Highest occupied orbital energy = -0.357 Eh
SMILES = NB(O)OC(=O)OCC=O.COP(=O)(OC)OC.COP(=O)(OC)OC.COP(=O)(OC)OC

[4]
DFT (ωB97M-V/def2-TZVPD) results for a molecular structure, C12H33ClIN2P2RhS in a non-equilibrium geometry.

```
53
Properties=species:S:1:pos:R:3:forces:R:3:mulliken_spin:R:1
C 4.2794 -0.9006 0.4295 0.91 -0.42 1.30 0.0185
I 2.6791 -0.7352 2.0618 1.95 -0.45 0.37 0.2599
H 4.0773 -0.7059 -0.6397 -0.69 0.08 0.76 -0.0031
H 4.5955 -1.9423 0.6277 -0.04 0.74 -0.29 0.0029
H 4.9903 -0.1824 0.8642 -0.17 -0.39 -0.41 0.0038
Rh 1.3725 -0.3229 -0.0502 -0.94 0.01 0.44 1.9364
P 1.0716 -2.5424 -0.8139 0.12 -1.61 -1.80 0.3919
C 0.8328 -3.6801 0.5734 -0.04 -0.07 0.16 0.0446
C -0.2742 -2.9275 -1.9857 -0.02 -0.06 0.02 -0.0082
H -0.1681 -3.9563 -2.3580 0.05 0.23 0.15 0.0131
H 2.4704 -4.0929 -2.0575 0.12 0.25 0.16 0.0107
H -0.2496 -2.2410 -2.8388 0.12 -0.14 0.18 -0.0001
H 2.8070 -2.3765 -2.4942 -0.09 -0.29 0.26 0.0037
H -0.1530 -3.5179 1.0140 0.07 -0.05 -0.03 0.0023
H -1.2411 -2.8394 -1.4776 0.21 -0.05 -0.06 -0.0016
C 2.6081 -3.0736 -1.6675 -0.22 0.06 0.08 0.0276
H 0.9072 -4.7129 0.2217 0.00 0.07 0.00 0.0156
H 3.4488 -3.0430 -0.9616 -0.26 -0.18 -0.26 -0.0058
H 1.5896 -3.4975 1.3373 -0.04 -0.14 -0.06 -0.0008
P 1.4227 1.9963 0.0598 0.29 2.08 -0.41 0.3311
C 1.2653 2.5876 1.7894 -0.05 -0.02 -0.14 0.0359
C 3.0744 2.5729 -0.4794 -0.22 0.04 -0.08 0.0116
H 0.2190 2.6606 -1.9443 0.12 0.04 0.27 0.0000
H 0.4733 4.0427 -0.8411 -0.03 -0.31 0.02 0.0103
H -0.7989 2.8468 -0.4925 0.27 -0.05 -0.01 0.0017
C 0.2162 2.9734 -0.8925 -0.08 0.16 -0.10 -0.0037
H 3.2328 2.2593 -1.5185 -0.04 0.13 0.27 0.0040
H 3.1211 3.6686 -0.4078 0.05 -0.27 0.02 0.0107
H 1.4531 3.6701 1.8193 -0.07 -0.26 0.03 0.0111
H 1.9934 2.0630 2.4218 -0.24 0.32 -0.16 0.0019
H 3.8551 2.1286 0.1498 -0.17 0.14 -0.07 -0.0035
H 0.2524 2.3766 2.1546 0.22 0.08 -0.04 -0.0045
Cl 1.8397 0.1086 -2.4117 0.17 0.02 -0.52 0.2995
C -1.5324 0.1730 -1.6841 0.27 0.19 -0.24 0.0556
N -2.4377 0.5403 -0.5945 0.45 -0.66 1.05 0.0223
C -3.7841 0.9003 -1.0504 -0.45 0.37 -0.32 -0.0021
C -2.1365 0.2447 0.6939 -0.93 1.02 -0.32 0.0170
S -0.6889 -0.6704 1.0642 -0.62 -0.08 0.28 0.4452
N -2.9141 0.6149 1.7362 0.85 -0.59 -0.59 0.0186
C -4.2828 1.1299 1.6610 -0.57 0.43 0.33 -0.0019
C -2.4231 0.3744 3.0989 0.41 -0.26 0.13 0.0170
H -1.6310 0.9412 -2.4685 0.08 -0.39 0.27 0.0016
H -1.7887 -0.8129 -2.0959 -0.01 0.39 0.06 0.0002
H -0.4809 0.1666 -1.3513 -0.93 0.10 -0.41 0.0068
H -4.5287 0.1451 -0.7497 0.36 0.43 -0.28 0.0013
H -4.0575 1.9070 -0.6925 0.01 -0.64 -0.42 0.0005
H -3.7400 0.9260 -2.1422 -0.14 0.00 0.26 0.0005
H -4.9611 0.4352 1.1670 0.13 0.17 0.12 0.0016
H -4.6379 1.2482 2.6851 0.04 -0.04 -0.22 0.0005
H -4.3261 2.1194 1.2015 -0.01 -0.24 0.14 0.0014
H -2.3123 -0.7010 3.2883 -0.05 0.26 0.06 -0.0024
H -1.4504 0.8643 3.2503 -0.33 -0.14 0.02 -0.0055
H -3.1488 0.7890 3.7908 0.17 -0.04 0.05 0.0045
```
Forces are in eV/Å.

Properties
Frontier orbital gap (spin up / spin down) = 0.215 / 0.215 hartree
Calculated total energy = -2535.23592 Ha
Spin multiplicity = 5
Highest occupied orbital energy (spin up / spin down) = -0.461 / -0.560 Eh
Charge = +2
Energy above the lowest of the compared OMol25 structures with the same formula, charge and spin = 0.441 eV